Record 1
ORCA calculation (ωB97M-V/def2-TZVPD) on 6 unconnected molecules or ions with the total composition C5H19NO6 at a distorted geometry.

Calculated total energy in Eh: -708.04012
Highest occupied orbital energy in eV: -9.326
Relative energy (zero: lowest compared OMol25 entry of this formula, charge and spin) in kcal/mol: 69.4
M in g mol⁻¹: 189.2
HOMO-LUMO gap in eV: 9.4
SMILES: O=CN1CCCC1.O.O.O.O.O

Each line ends with the natural charge from an NBO analysis.
CARTESIAN COORDINATES (ANGSTROEM)
O  1.390  1.444  2.119  -0.669
C  0.293  1.830  1.658  0.544
N  -0.662  0.877  1.221  -0.443
C  -1.905  1.082  0.599  -0.231
C  -2.840  -0.032  1.285  -0.409
C  -1.939  -1.212  1.217  -0.430
C  -0.519  -0.579  1.562  -0.227
H  0.077  2.833  1.241  0.145
H  -1.838  1.025  -0.529  0.225
H  -2.401  2.051  0.932  0.208
H  -3.721  -0.183  0.619  0.224
H  -3.156  0.144  2.348  0.211
H  -2.096  -1.952  1.980  0.214
H  -2.094  -1.691  0.116  0.229
H  -0.236  -0.787  2.638  0.206
H  0.281  -0.865  0.993  0.205
O  2.638  -0.140  0.687  -0.973
H  2.471  0.051  1.707  0.511
H  2.774  -1.036  0.665  0.452
O  2.795  2.587  -0.631  -0.975
H  2.605  2.807  0.316  0.483
H  2.937  1.643  -0.751  0.491
O  -1.940  -0.530  -2.169  -0.958
H  -1.846  -0.643  -3.109  0.483
H  -0.956  -0.305  -2.006  0.477
O  0.265  -0.843  -3.784  -0.956
H  0.984  -0.253  -3.699  0.474
H  0.788  -1.688  -3.412  0.482
O  1.138  -3.437  -1.657  -0.935
H  0.869  -3.010  -0.851  0.473
H  0.365  -3.463  -2.188  0.467

Record 2
ORCA calculation (ωB97M-V/def2-TZVPD) on C2H4N4 in the gas phase at a distorted geometry.

Calculated total energy in Eh: -297.53906
Highest occupied orbital energy in eV: -9.977
Relative energy (zero: lowest compared OMol25 entry of this formula, charge and spin) in kcal/mol: 66.0
M in g mol⁻¹: 84.1
HOMO-LUMO gap in eV: 10.5
SMILES: Nn1cnnc1

Each line ends with the natural charge from an NBO analysis.
CARTESIAN COORDINATES (ANGSTROEM)
N  -1.104  -1.489  0.807  -0.589
N  -0.503  -0.426  0.080  -0.269
C  -0.041  0.638  0.844  0.156
N  0.823  1.380  0.252  -0.289
N  0.967  0.762  -0.995  -0.294
C  0.227  -0.218  -1.117  0.142
H  -0.490  -2.283  0.466  0.350
H  -2.022  -1.886  0.271  0.351
H  -0.066  0.923  1.919  0.231
H  0.180  -0.869  -2.016  0.211

Record 3
ORCA calculation (ωB97M-V/def2-TZVPD) on 2 unconnected molecules or ions with the total composition C2H9N3 at a distorted geometry.

Calculated total energy in Eh: -245.82077
Highest occupied orbital energy in eV: -9.402
Relative energy (zero: lowest compared OMol25 entry of this formula, charge and spin) in kcal/mol: 31.9
M in g mol⁻¹: 75.1
HOMO-LUMO gap in eV: 10.4
SMILES: [H]/N=C/N.CN

Each line ends with the natural charge from an NBO analysis.
CARTESIAN COORDINATES (ANGSTROEM)
H  -2.282  1.107  -0.744  0.357
N  -1.917  0.166  -0.621  -0.735
C  -2.547  -0.632  0.135  0.285
N  -1.949  -1.729  0.753  -0.812
H  -3.630  -0.371  0.338  0.147
H  -2.325  -1.665  1.691  0.373
H  -0.939  -1.639  0.782  0.386
C  2.415  0.511  0.088  -0.434
N  3.390  1.530  -0.424  -0.813
H  1.487  0.387  -0.481  0.184
H  1.968  0.789  1.056  0.185
H  2.858  -0.486  0.077  0.188
H  2.807  2.152  -1.000  0.345
H  3.900  1.017  -1.145  0.343

Record 4
ORCA calculation (ωB97M-V/def2-TZVPD) on 12 unconnected molecules or ions with the total composition C35H78Cl2N10O13 at a distorted geometry.

Calculated total energy in Eh: -3826.58440
Highest occupied orbital energy in eV: -8.748
M in g mol⁻¹: 918.0
HOMO-LUMO gap in eV: 8.9
SMILES: O=C1OCCO1.CNC(C)=O.CNC(C)=O.CNC(C)=O.CNC(C)=O.CNC(C)=O.CNC(C)=O.CNC(C)=O.CNC(C)=O.CNC(C)=O.CNC(C)=O.ClCCCl

Each line ends with the Löwdin charge.
CARTESIAN COORDINATES (ANGSTROEM)
O  -28.587  -6.074  -12.647  0.118
C  -29.124  -5.580  -13.633  -0.451
O  -28.465  -4.893  -14.648  0.015
C  -29.384  -4.513  -15.643  -0.120
C  -30.645  -5.322  -15.330  -0.132
O  -30.403  -5.797  -14.061  0.063
H  -29.560  -3.437  -15.667  0.121
H  -28.957  -4.869  -16.580  0.100
H  -30.942  -6.100  -16.034  0.128
H  -31.503  -4.664  -15.190  0.133
C  -20.918  -3.368  -8.896  -0.052
N  -22.187  -3.078  -9.547  0.007
C  -23.386  -3.535  -9.179  -0.579
C  -24.597  -3.212  -10.097  0.004
O  -23.598  -4.239  -8.244  0.066
H  -20.426  -4.282  -9.229  0.085
H  -21.041  -3.457  -7.817  0.083
H  -20.283  -2.495  -9.047  0.077
H  -22.197  -2.553  -10.409  0.055
H  -25.330  -4.006  -10.236  0.074
H  -24.324  -2.852  -11.089  0.052
H  -25.097  -2.328  -9.701  0.069
C  -18.713  -9.307  -13.783  -0.053
N  -19.276  -8.005  -14.208  0.030
C  -18.584  -6.892  -14.467  -0.531
C  -17.065  -6.754  -14.242  0.003
O  -19.216  -5.898  -14.829  -0.009
H  -19.171  -9.986  -14.502  0.071
H  -19.115  -9.615  -12.818  0.079
H  -17.648  -9.524  -13.865  0.084
H  -20.274  -7.912  -14.330  0.092
H  -16.637  -7.433  -14.980  0.076
H  -16.687  -6.816  -13.222  0.078
H  -16.744  -5.744  -14.497  0.073
C  -19.922  1.451  -12.458  -0.051
N  -20.141  0.168  -13.132  0.038
C  -19.908  -0.084  -14.394  -0.628
C  -19.514  0.985  -15.341  0.003
O  -20.072  -1.214  -14.764  0.044
H  -20.693  1.655  -11.715  0.072
H  -19.858  2.345  -13.078  0.081
H  -19.018  1.408  -11.850  0.077
H  -20.559  -0.614  -12.648  0.100
H  -19.500  0.643  -16.376  0.089
H  -18.542  1.416  -15.101  0.088
H  -20.261  1.779  -15.334  0.085
C  -21.760  -3.990  -13.068  -0.057
N  -22.906  -4.890  -13.102  0.075
C  -24.158  -4.503  -13.477  -0.506
C  -25.291  -5.489  -13.281  0.010
O  -24.448  -3.473  -14.098  -0.024
H  -20.854  -4.357  -13.550  0.062
H  -21.487  -3.787  -12.033  0.061
H  -21.818  -2.987  -13.491  0.067
H  -22.749  -5.880  -12.978  0.119
H  -25.577  -5.615  -12.237  0.088
H  -25.005  -6.444  -13.722  0.069
H  -26.173  -5.088  -13.780  0.056
C  -22.832  0.144  -9.172  -0.029
N  -23.434  0.255  -10.510  0.035
C  -23.027  -0.425  -11.589  -0.564
C  -23.691  -0.139  -12.909  0.040
O  -22.067  -1.156  -11.572  -0.008
H  -23.339  -0.746  -8.796  0.076
H  -23.151  1.021  -8.609  0.087
H  -21.743  0.156  -9.132  0.090
H  -24.120  0.962  -10.734  0.134
H  -24.350  0.724  -12.813  0.084
H  -24.217  -1.054  -13.179  0.065
H  -22.971  0.106  -13.690  0.086
C  -25.424  -5.830  -16.833  -0.015
N  -26.581  -5.749  -17.769  0.043
C  -27.340  -6.768  -18.081  -0.572
C  -28.564  -6.443  -18.978  0.011
O  -27.123  -7.905  -17.741  0.030
H  -24.546  -5.665  -17.458  0.067
H  -25.317  -6.753  -16.263  0.080
H  -25.622  -5.100  -16.049  0.060
H  -26.699  -4.790  -18.064  0.141
H  -28.341  -6.690  -20.016  0.081
H  -28.819  -5.384  -18.948  0.066
H  -29.436  -7.062  -18.769  0.067
C  -27.293  -2.304  -11.818  -0.050
N  -26.865  -2.286  -13.220  0.051
C  -27.565  -1.889  -14.249  -0.559
C  -26.784  -1.885  -15.538  -0.007
O  -28.775  -1.530  -14.201  -0.016
H  -26.878  -1.509  -11.198  0.069
H  -27.234  -3.175  -11.165  0.073
H  -28.336  -2.025  -11.672  0.085
H  -25.902  -2.407  -13.500  0.063
H  -25.802  -1.432  -15.396  0.063
H  -27.292  -1.328  -16.325  0.089
H  -26.653  -2.908  -15.890  0.063
C  -27.539  -8.794  -14.144  -0.023
N  -28.312  -9.030  -15.369  0.022
C  -29.257  -9.864  -15.625  -0.604
C  -29.948  -9.777  -17.001  0.004
O  -29.680  -10.612  -14.777  0.042
H  -26.867  -9.629  -13.945  0.075
H  -28.216  -8.559  -13.323  0.085
H  -26.993  -7.873  -14.347  0.065
H  -27.954  -8.576  -16.197  0.075
H  -29.189  -9.901  -17.773  0.069
H  -30.363  -8.797  -17.235  0.054
H  -30.726  -10.496  -17.255  0.078
C  -15.581  -1.216  -12.400  -0.053
N  -15.683  -2.663  -12.156  0.010
C  -16.749  -3.413  -12.101  -0.574
C  -18.138  -2.949  -12.530  0.024
O  -16.660  -4.472  -11.509  0.019
H  -15.790  -0.643  -11.497  0.084
H  -16.211  -0.941  -13.246  0.076
H  -14.560  -1.129  -12.772  0.082
H  -14.888  -3.137  -11.752  0.144
H  -18.633  -3.602  -13.248  0.072
H  -18.192  -1.921  -12.888  0.042
H  -18.882  -2.860  -11.738  0.077
C  -21.636  -7.738  -16.761  -0.066
N  -22.461  -8.836  -16.201  0.029
C  -22.813  -8.881  -14.876  -0.559
C  -23.663  -10.006  -14.370  0.022
O  -22.474  -7.947  -14.189  0.016
H  -20.582  -7.936  -16.569  0.073
H  -21.888  -6.777  -16.311  0.055
H  -21.806  -7.581  -17.827  0.068
H  -22.649  -9.646  -16.774  0.128
H  -24.630  -9.538  -14.186  0.066
H  -23.261  -10.392  -13.434  0.093
H  -23.754  -10.811  -15.100  0.083
Cl  -21.889  -4.555  -18.281  0.557
C  -22.124  -3.820  -16.659  -0.629
C  -22.444  -2.333  -16.743  -0.651
Cl  -23.781  -1.971  -17.861  0.541
H  -21.189  -4.011  -16.132  0.068
H  -22.950  -4.307  -16.142  0.041
H  -21.546  -1.894  -17.179  0.060
H  -22.645  -1.872  -15.776  0.054

Record 5
ORCA calculation (ωB97M-V/def2-TZVPD) on C5H8N2 in the gas phase at a distorted geometry.

Calculated total energy in Eh: -304.75685
Highest occupied orbital energy in eV: -9.333
Relative energy (zero: lowest compared OMol25 entry of this formula, charge and spin) in kcal/mol: 49.3
M in g mol⁻¹: 96.1
HOMO-LUMO gap in eV: 10.2
SMILES: C[C@H]1[C@@H](C#N)N1C

Each line ends with the natural charge from an NBO analysis.
CARTESIAN COORDINATES (ANGSTROEM)
C  -1.831  -0.004  -0.068  -0.628
C  -0.462  -0.203  -0.669  -0.016
C  0.652  0.832  -0.667  -0.165
C  0.393  2.189  -0.198  0.271
N  0.175  3.261  0.180  -0.319
N  0.571  -0.208  0.292  -0.413
C  1.375  -1.272  0.828  -0.401
H  -1.689  0.529  0.875  0.231
H  -2.519  0.553  -0.707  0.218
H  -2.261  -0.984  0.185  0.217
H  -0.409  -0.841  -1.558  0.183
H  1.367  0.802  -1.496  0.221
H  0.752  -2.174  0.738  0.206
H  1.521  -1.063  1.898  0.206
H  2.363  -1.419  0.367  0.189

Record 6
ORCA calculation (ωB97M-V/def2-TZVPD) on 2 unconnected molecules or ions with the total composition C2H4N2OS at a distorted geometry.

Calculated total energy in Eh: -661.40931
Highest occupied orbital energy (spin up / spin down) in eV: -8.813 / -10.196
Relative energy (zero: lowest compared OMol25 entry of this formula, charge and spin) in kcal/mol: 110.6
M in g mol⁻¹: 104.1
HOMO-LUMO gap (spin up / spin down) in eV: 6.5 / 9.1

Each line ends with the natural charge from an NBO analysis.
CARTESIAN COORDINATES (ANGSTROEM)
C  0.104  -0.703  1.735  0.446
C  0.045  0.379  -1.383  -0.885
N  -0.170  -1.766  1.204  -0.676
N  0.455  0.336  2.252  -0.396
O  -0.930  2.209  0.164  -0.799
S  0.365  1.655  -0.115  1.147
H  -1.101  0.301  -1.406  0.263
H  0.483  -0.487  -0.890  0.239
H  0.335  0.582  -2.477  0.259
H  0.415  -2.506  0.916  0.402

What is the formula in the first record? C5H19NO6

Among the records above, which one has the highest M? C35H78Cl2N10O13

Among the records above, which one has the highest M? C35H78Cl2N10O13

Which of these has the highest M? C35H78Cl2N10O13